A structure of composition C30H50ClF5P2ReSi2 in a non-equilibrium geometry, computed with ωB97M-V/def2-TZVPD.

Each line ends with the Mulliken spin population.
CARTESIAN COORDINATES (ANGSTROEM)
1 Re 0.0586 -0.6922 -0.3455  1.477
2 C 1.8234 -0.4696 -1.6197  0.058
3 C 1.1207 -1.6722 -1.9909  0.092
4 C -0.2151 -1.2470 -2.3713  0.105
5 Si 1.6824 -3.4590 -1.7466  -0.010
6 C -0.2635 0.1621 -2.3383  -0.072
7 C 0.9902 0.6751 -1.8522  0.108
8 Si 1.4696 2.4962 -1.6379  -0.016
9 H 2.8170 -0.4164 -1.1862  0.000
10 H -1.0168 -1.9026 -2.6993  0.020
11 H -1.1152 0.7743 -2.6083  -0.013
12 Cl -2.2296 -1.0658 1.7808  0.168
13 C 3.2994 2.5781 -1.2261  0.002
14 C 1.0589 3.4213 -3.2181  0.007
15 C 3.5492 -3.6410 -1.7894  0.006
16 C 0.9450 -4.5281 -3.0944  0.005
17 H 1.6533 2.9818 -4.0312  0.000
18 H 1.3385 4.4795 -3.1191  0.000
19 H -0.0037 3.3562 -3.4888  0.000
20 H 3.5173 2.1495 -0.2382  -0.001
21 H 3.6655 3.6138 -1.2424  0.000
22 H 3.8565 2.0063 -1.9832  0.000
23 H 1.4075 -4.2293 -4.0411  -0.001
24 H -0.1403 -4.4186 -3.1806  -0.002
25 H 1.1867 -5.5860 -2.8993  0.001
26 H 3.8700 -3.8711 -2.8183  0.000
27 H 3.8822 -4.4601 -1.1341  0.001
28 H 4.0558 -2.7155 -1.4842  -0.002
29 C 0.5938 3.4427 -0.2126  0.082
30 C 0.9755 -4.0245 -0.0696  -0.002
31 P -1.1803 3.3803 0.0026  0.191
32 H 0.8162 4.5224 -0.3173  0.007
33 H 1.0167 3.0968 0.7514  -0.012
34 P -0.4493 -2.9835 0.4684  0.061
35 H 1.7507 -3.8792 0.6836  0.003
36 H 0.6620 -5.0743 -0.0506  0.000
37 C -0.6715 -3.4234 2.2598  -0.007
38 C -1.8134 -3.7194 -0.5916  0.017
39 C -2.1898 3.9140 -1.3981  0.041
40 C -1.7347 4.2190 1.5064  0.093
41 C -2.2294 3.2335 2.5686  0.038
42 H -2.5968 4.8306 1.1723  0.004
43 C -0.6732 5.1688 2.0712  0.016
44 H 0.1800 4.6191 2.4811  -0.001
45 H -1.1397 5.7342 2.8853  0.003
46 H -0.3104 5.8839 1.3264  0.000
47 H -2.7359 2.3572 2.1466  -0.009
48 H -2.9470 3.7619 3.1950  0.001
49 H -1.4070 2.8841 3.2029  -0.002
50 H -1.7486 3.4073 -2.2722  0.002
51 C -2.1086 5.4231 -1.6162  0.011
52 C -3.6373 3.4235 -1.2302  0.011
53 H -1.0868 5.7460 -1.8535  -0.007
54 H -2.4581 5.9922 -0.7414  0.000
55 H -2.7526 5.6746 -2.4644  0.003
56 H -3.6934 2.3306 -1.1781  -0.003
57 H -4.2088 3.7476 -2.1098  0.001
58 H -4.1253 3.8338 -0.3335  0.001
59 H -1.3690 -3.7713 -1.6060  0.000
60 C -3.0654 -2.8364 -0.6669  -0.005
61 C -2.1934 -5.1354 -0.1466  0.000
62 H -1.3600 -5.8440 -0.2136  0.000
63 H -2.9871 -5.5049 -0.8134  0.000
64 H -2.5919 -5.1279 0.8780  0.001
65 H -2.8836 -1.9051 -1.2141  0.004
66 H -3.4193 -2.5959 0.3434  0.003
67 H -3.8570 -3.3896 -1.1866  0.000
68 C 0.0469 -2.4242 3.1750  0.027
69 C -0.2899 -4.8423 2.6459  0.002
70 H -1.7495 -3.2258 2.4116  0.000
71 H 0.8044 -4.9291 2.6237  0.000
72 H -0.7265 -5.6349 2.0326  0.000
73 H -0.6110 -5.0142 3.6808  0.000
74 H 1.1251 -2.3554 3.0177  -0.001
75 H -0.1717 -2.7104 4.2093  -0.001
76 H -0.4084 -1.4357 2.9913  -0.005
77 C -1.5914 0.5822 -0.2196  0.541
78 H -2.5178 0.3919 -0.7637  0.039
79 H -1.8199 0.4033 0.8718  -0.047
80 H -1.3798 1.6954 -0.1413  -0.014
81 F 3.1079 -2.1076 0.8685  -0.002
82 C 2.9209 -0.8661 1.4249  0.025
83 C 1.7143 -0.1986 1.2706  0.069
84 C 1.5880 0.8857 2.1245  -0.109
85 F 0.3493 1.4272 2.3210  -0.010
86 C 2.6289 1.4360 2.8870  0.005
87 F 2.4373 2.5831 3.5615  0.001
88 C 3.8635 0.7856 2.9315  0.000
89 F 4.8958 1.3093 3.6087  0.000
90 C 3.9987 -0.3985 2.2024  -0.003
91 F 5.1510 -1.0889 2.2108  0.000

For the highest occupied orbital energy (spin up / spin down), the calculation gives -6.1 / -6.7 eV. For the energy above the lowest of the compared OMol25 structures with the same formula, charge and spin, the calculation gives 7.44 kJ/mol. Its spin multiplicity is 4. The total energy is -94490.8193 eV. Its LUMO energy (spin up / spin down) is 0.251 / -1.320 eV.